1.
15
Properties=species:S:1:pos:R:3:forces:R:3 method="wB97M-V/def2-TZVPD" homo_lumo_gap_ha=0.205 total_charge=0 homo_ev=-7.59
O 0.3225 -0.0452 1.0236 -0.66 -0.70 1.14
C -0.0560 0.5166 -0.1706 -0.62 3.45 -1.43
C 1.5270 -0.7551 0.8614 0.16 -0.32 -0.15
O 0.1676 1.8556 -0.1703 -1.59 -1.14 0.57
O 0.6324 -0.1195 -1.1715 -0.03 -0.93 -0.97
C 1.8033 -0.6915 -0.6378 0.07 -0.20 0.08
H 1.3862 -1.7903 1.1749 -0.01 0.04 0.22
H 2.3321 -0.2917 1.4326 -0.09 0.02 0.15
H 1.9358 -1.6990 -1.0333 0.02 0.10 -0.25
H 2.6791 -0.0851 -0.8720 0.00 0.09 -0.06
Li -1.2046 2.7219 0.7772 0.44 -1.09 -0.95
O -2.5143 1.1549 0.0120 -2.29 3.34 -0.24
C -1.8655 0.2285 -0.4260 2.31 -6.85 3.74
O -2.3126 -1.0543 -0.2493 0.50 4.48 -2.29
Ag -4.8330 0.0544 -0.5509 1.81 -0.30 0.42

***

2.
15
Properties=species:S:1:pos:R:3:forces:R:3 method="wB97M-V/def2-TZVPD" homo_lumo_gap_ha="0.137 / 0.119" total_charge=0 homo_ev="-5.26 / -4.75"
O 0.1999 0.5759 -1.2071 0.79 0.04 -0.85
C -0.4523 -0.3196 -0.4317 0.08 -1.43 -0.26
C -0.2449 1.8768 -0.9124 0.16 0.52 0.38
O -1.1156 -1.2373 -1.0012 0.21 -0.99 0.17
O -1.0393 0.3327 0.5976 -0.57 -0.20 0.94
C -0.8587 1.7211 0.4697 0.24 0.58 0.05
H -0.9706 2.2230 -1.6495 -0.01 -0.09 -0.14
H 0.5995 2.5660 -0.8764 0.03 -0.10 -0.24
H -1.8148 2.2419 0.5289 -0.05 -0.16 0.21
H -0.1830 2.0885 1.2433 -0.06 -0.07 0.12
Ag -1.4887 -3.4708 -0.6712 0.70 1.32 0.22
O 0.9298 -2.7399 0.6621 -0.57 -6.82 0.55
C 1.3390 -1.6444 0.6545 1.28 10.39 0.71
O 2.1908 -0.9411 1.3875 -1.48 -3.98 -1.98
Li 2.9088 -3.2729 1.2060 -0.75 0.99 0.11

***

no.,strongest force on any atom (eV/Å)
1,8.14
2,10.50